(1)
{"formula": "C7H10", "method": "wB97M-V/def2-TZVPD", "symbols": ["C", "C", "C", "C", "C", "C", "C", "H", "H", "H", "H", "H", "H", "H", "H", "H", "H"], "positions_angstrom": [[-1.618, -2.057, -0.624], [-1.206, -1.300, 0.380], [-1.041, 0.185, 0.357], [0.094, 0.843, 0.084], [0.065, 2.323, -0.190], [1.373, 0.151, -0.184], [1.840, -0.794, 0.632], [-1.542, -1.644, -1.629], [-1.751, -3.122, -0.510], [-0.864, -1.751, 1.302], [-1.997, 0.680, 0.238], [-0.854, 2.892, -0.088], [0.520, 2.406, -1.187], [0.784, 2.853, 0.450], [1.978, 0.617, -0.958], [2.679, -1.374, 0.266], [1.539, -0.908, 1.658]], "forces_ev_per_a": [[0.833, 0.189, -0.370], [0.665, 0.332, 0.785], [0.176, -0.815, -1.395], [-0.896, 0.511, 0.177], [1.519, 0.174, -0.044], [-0.560, 0.712, 1.423], [1.022, 0.281, -1.027], [-0.867, -0.035, 0.031], [0.075, -0.065, -0.042], [-0.666, -0.341, 0.297], [0.056, 0.495, 0.500], [-0.349, -0.537, -0.249], [-0.457, 0.474, -0.068], [-0.012, -0.205, 0.073], [-0.156, -0.765, -0.515], [0.305, 0.096, 0.466], [-0.690, -0.500, -0.041]], "mulliken_charge": [-0.6379, -0.3685, -0.5135, 0.8284, -1.2854, -0.2623, -0.7509, 0.2552, 0.2873, 0.2940, 0.3374, 0.3611, 0.3038, 0.3010, 0.2855, 0.2574, 0.3075], "max_force_ev_per_a": 1.69, "smiles": "C=C/C=C(/C)C=C", "de_lowest_kcal_mol": 58.1, "orbital_gap_ev": 9.59, "molar_mass_g_mol": 94.157, "energy_ha": -272.6254, "lumo_ev": 0.8}

(2)
{"formula": "C4H8O", "method": "wB97M-V/def2-TZVPD", "symbols": ["C", "C", "O", "H", "H", "H", "H", "C", "C", "H", "H", "H", "H"], "positions_angstrom": [[-0.803, -1.024, -1.373], [0.458, -0.967, -0.554], [0.671, -1.683, 0.394], [-0.646, -1.803, -2.128], [-1.653, -1.314, -0.751], [-1.009, -0.084, -1.896], [1.217, -0.236, -0.908], [-0.132, 1.518, 0.812], [0.718, 0.879, 1.609], [0.213, 2.125, -0.024], [-1.209, 1.440, 0.949], [0.378, 0.237, 2.418], [1.796, 0.913, 1.453]], "forces_ev_per_a": [[-0.061, -0.037, 0.012], [0.049, -0.356, 0.092], [-0.019, 0.080, -0.517], [-0.081, 0.071, 0.000], [0.140, 0.008, -0.083], [0.091, -0.116, 0.136], [-0.014, -0.225, 0.061], [0.118, 0.104, 0.239], [-0.119, 0.255, -0.025], [-0.055, -0.074, 0.181], [0.170, 0.051, 0.018], [0.017, 0.161, -0.144], [-0.235, 0.078, 0.029]], "mulliken_charge": [-0.9287, 0.1484, -0.5183, 0.3382, 0.2679, 0.2849, 0.4115, -0.5690, -0.4968, 0.2951, 0.2524, 0.2452, 0.2692], "max_force_ev_per_a": 0.52, "smiles": "CC=O.C=C", "de_lowest_kcal_mol": 35.3, "orbital_gap_ev": 10.88, "molar_mass_g_mol": 72.107, "energy_ha": -232.3893, "lumo_ev": 1.1}

(3)
{"formula": "C2H4N2O2", "method": "wB97M-V/def2-TZVPD", "symbols": ["C", "N", "C", "O", "N", "O", "H", "H", "H", "H"], "positions_angstrom": [[0.575, 0.580, -0.795], [-0.340, -0.101, 0.067], [0.177, -0.875, 1.250], [1.324, -0.946, 1.555], [-1.650, -0.175, -0.053], [-2.171, 0.491, -0.926], [0.260, 0.945, -1.784], [1.041, 1.365, -0.316], [1.426, -0.124, -0.874], [-0.642, -1.162, 1.875]], "forces_ev_per_a": [[1.305, -1.590, -1.347], [0.786, -1.333, 1.645], [-0.282, 2.156, -1.441], [-0.031, -0.075, -0.653], [-1.307, 0.304, -0.096], [0.788, -0.388, 0.347], [-0.563, -0.691, 0.598], [0.550, 2.073, 1.307], [-0.398, 0.188, -0.560], [-0.848, -0.643, 0.200]], "mulliken_charge": [-0.7892, 0.4628, 0.0349, -0.4278, -0.2341, -0.4461, 0.3095, 0.3471, 0.2983, 0.4445], "max_force_ev_per_a": 2.61, "smiles": "CN(C=O)N=O", "de_lowest_kcal_mol": 90.9, "orbital_gap_ev": 10.07, "molar_mass_g_mol": 88.066, "energy_ha": -338.5084, "lumo_ev": 0.3}

(4)
{"formula": "C27H30BrF15NO7PS2Ti", "method": "wB97M-V/def2-TZVPD", "symbols": ["Ti", "C", "C", "C", "C", "C", "H", "H", "H", "H", "H", "C", "C", "C", "P", "C", "C", "C", "C", "C", "C", "H", "H", "H", "H", "H", "H", "H", "H", "H", "H", "H", "H", "H", "H", "H", "H", "H", "H", "H", "H", "H", "F", "C", "F", "F", "C", "O", "C", "F", "F", "F", "C", "F", "F", "F", "Br", "C", "C", "C", "C", "C", "C", "C", "O", "O", "H", "H", "H", "H", "F", "C", "F", "F", "S", "O", "O", "N", "S", "O", "O", "C", "F", "F", "F"], "positions_angstrom": [[0.485, 0.616, -0.132], [0.372, 2.535, 0.868], [0.650, 3.522, -0.186], [1.898, 4.017, 0.002], [2.454, 3.437, 1.207], [1.540, 2.594, 1.752], [-0.641, 2.498, 1.269], [-0.050, 3.799, -0.961], [2.398, 4.725, -0.644], [3.445, 3.628, 1.599], [1.663, 2.012, 2.651], [-4.124, -0.521, -0.294], [-3.507, 0.144, 0.938], [-3.551, 1.669, 0.793], [-1.787, -0.395, 1.414], [-1.658, -2.223, 1.156], [-2.732, -3.080, 1.825], [-1.477, -2.613, -0.313], [-1.837, -0.271, 3.278], [-3.199, -0.485, 3.952], [-1.254, 1.057, 3.766], [-5.110, -0.080, -0.466], [-4.267, -1.594, -0.153], [-3.543, -0.369, -1.202], [-4.144, -0.134, 1.783], [-3.079, 2.008, -0.125], [-3.065, 2.189, 1.619], [-4.588, 2.012, 0.761], [-0.708, -2.435, 1.651], [-3.734, -2.817, 1.477], [-2.713, -2.992, 2.912], [-2.567, -4.134, 1.578], [-2.383, -2.474, -0.900], [-1.206, -3.672, -0.359], [-0.683, -2.054, -0.803], [-1.167, -1.066, 3.605], [-3.796, 0.428, 3.892], [-3.053, -0.709, 5.013], [-3.791, -1.290, 3.519], [-1.892, 1.896, 3.485], [-0.262, 1.240, 3.362], [-1.184, 1.052, 4.858], [1.234, -0.434, 4.113], [1.771, -1.486, 3.498], [0.830, -2.443, 3.436], [2.739, -1.951, 4.300], [2.268, -1.099, 2.055], [1.300, -0.413, 1.422], [2.600, -2.445, 1.313], [1.503, -2.982, 0.794], [3.136, -3.374, 2.134], [3.485, -2.254, 0.326], [3.623, -0.326, 2.284], [4.050, 0.324, 1.222], [4.607, -1.179, 2.652], [3.497, 0.557, 3.284], [6.993, -2.120, -5.107], [5.581, -1.555, -3.956], [5.804, -0.494, -3.095], [4.774, -0.088, -2.260], [3.553, -0.748, -2.292], [3.344, -1.804, -3.168], [4.365, -2.214, -4.013], [2.449, -0.315, -1.390], [1.427, -1.038, -1.261], [2.533, 0.778, -0.772], [6.763, 0.005, -3.081], [4.901, 0.744, -1.579], [2.374, -2.282, -3.187], [4.216, -3.027, -4.709], [-3.674, 5.859, -1.559], [-3.086, 4.581, -1.781], [-2.529, 4.342, -0.473], [-1.902, 4.963, -2.472], [-0.889, 1.092, -2.443], [-1.242, 0.427, -1.055], [0.564, 1.401, -2.022], [-0.655, -0.138, -3.465], [-1.863, -0.681, -4.309], [-1.513, -1.940, -4.902], [-3.148, -0.533, -3.679], [-1.961, 0.445, -5.773], [-2.973, 0.073, -6.574], [-0.833, 0.398, -6.497], [-2.164, 1.707, -5.403]], "forces_ev_per_a": [[0.229, -0.215, 0.122], [0.091, -0.012, -0.397], [-0.014, 0.161, 0.066], [0.006, -0.050, 0.041], [-0.063, -0.037, -0.023], [0.097, -0.054, 0.111], [-0.038, -0.066, 0.008], [-0.014, -0.009, 0.019], [0.001, 0.009, 0.008], [0.006, 0.001, 0.005], [0.005, 0.021, -0.006], [0.015, -0.056, -0.040], [-0.079, -0.015, -0.051], [-0.024, -0.026, 0.016], [0.010, 0.244, -0.039], [-0.026, -0.078, 0.006], [-0.036, -0.014, 0.011], [0.020, -0.063, -0.017], [-0.122, 0.032, 0.050], [0.003, 0.048, 0.027], [0.026, 0.003, -0.005], [0.007, 0.021, 0.012], [0.010, 0.048, -0.036], [0.016, 0.025, 0.045], [0.086, 0.010, -0.033], [0.040, 0.011, -0.024], [0.036, 0.020, 0.057], [-0.002, -0.021, -0.022], [0.001, -0.006, 0.024], [0.019, -0.016, 0.035], [0.016, -0.009, -0.020], [0.015, 0.003, -0.010], [-0.014, 0.027, 0.011], [-0.016, -0.008, -0.017], [0.010, -0.012, 0.006], [0.044, -0.074, -0.009], [-0.014, -0.012, -0.004], [0.013, 0.032, 0.016], [0.057, -0.012, 0.031], [-0.038, 0.020, -0.033], [-0.038, 0.007, -0.024], [0.025, 0.004, 0.004], [-0.097, -0.011, 0.008], [-0.032, 0.046, -0.113], [-0.072, -0.020, -0.012], [0.088, -0.047, 0.108], [-0.093, -0.086, -0.016], [0.008, 0.131, 0.075], [0.061, -0.024, 0.009], [-0.024, -0.011, -0.025], [0.012, 0.011, -0.021], [-0.001, -0.003, 0.029], [-0.013, -0.092, 0.000], [0.020, 0.018, -0.072], [0.046, -0.018, -0.035], [0.018, 0.125, 0.074], [-0.022, 0.008, 0.016], [0.020, -0.001, -0.005], [0.011, 0.006, 0.012], [0.022, -0.026, -0.041], [-0.050, 0.053, 0.034], [0.071, 0.012, -0.022], [-0.031, -0.015, -0.016], [-0.001, -0.090, -0.124], [-0.055, 0.186, 0.030], [-0.192, 0.017, 0.242], [-0.003, 0.002, 0.004], [-0.005, -0.001, 0.000], [-0.010, -0.002, 0.006], [0.001, 0.000, 0.003], [0.045, 0.020, -0.007], [0.028, -0.095, 0.094], [-0.018, 0.061, -0.077], [-0.046, 0.016, 0.051], [0.095, -0.076, -0.158], [0.215, -0.121, 0.070], [-0.340, 0.141, -0.075], [-0.113, 0.007, -0.040], [0.259, 0.095, 0.041], [-0.044, -0.065, -0.017], [-0.115, -0.009, 0.005], [-0.012, -0.068, 0.061], [0.012, 0.017, -0.020], [-0.007, 0.002, -0.008], [-0.004, 0.031, 0.007]], "mulliken_charge": [-0.1799, 1.3892, -0.8025, -0.8811, -0.8022, -1.2080, 0.8170, 0.4538, 0.4293, 0.4134, 0.5362, -1.8818, 0.9640, -1.6395, 1.3885, 1.2433, -1.9567, -1.2850, 0.9045, -2.1684, -1.4716, 0.4955, 0.2645, 0.2053, 0.9569, 0.1895, 0.1198, 0.6104, -0.4312, 0.2488, 0.3687, 0.5205, 0.3758, 0.5408, -0.1173, 0.3710, 0.4373, 0.4295, 0.4431, 0.3930, -0.1022, 0.4876, -0.2464, 0.1561, -0.2974, -0.2825, 0.7875, 1.4001, -0.0854, -0.1695, -0.3127, -0.2358, -0.0770, -0.0363, -0.3061, -0.2863, -0.2464, 0.1832, -0.8362, -0.2792, -0.1331, -0.2296, -0.8074, 1.4138, -0.9029, -1.0029, 0.4173, 0.5292, 0.5759, 0.4274, -0.2352, -0.4436, -0.1716, -0.2128, 0.5119, -0.4443, -0.5813, -0.2216, 1.0868, -0.7205, -0.6536, 0.5896, -0.2373, -0.2515, -0.2018], "max_force_ev_per_a": 0.41, "de_lowest_kcal_mol": 56.0, "orbital_gap_ev": 4.93, "charge": -2, "molar_mass_g_mol": 988.386, "energy_ha": -7687.6845, "lumo_ev": 3.4}

(5)
{"formula": "C5H15N2O", "method": "wB97M-V/def2-TZVPD", "symbols": ["C", "C", "C", "C", "C", "N", "N", "H", "H", "H", "H", "H", "H", "H", "H", "H", "H", "H", "H", "H", "H", "H", "O"], "positions_angstrom": [[-1.166, 2.037, 0.098], [-1.487, 0.756, 0.718], [-1.053, -0.432, -0.235], [0.347, -0.396, -0.763], [0.677, 0.315, -1.866], [1.984, 0.441, -2.477], [1.135, -1.202, 0.124], [-1.661, 2.272, -0.869], [-0.066, 2.038, 0.082], [-1.795, 2.894, 0.543], [-1.171, 0.441, 1.692], [-2.598, 0.671, 0.797], [-1.842, -0.507, -1.029], [-1.308, -1.228, 0.485], [-0.123, 0.718, -2.530], [2.035, 1.028, -3.279], [2.791, 0.259, -1.931], [0.912, -0.888, 1.166], [0.889, -2.353, 0.067], [2.126, -1.049, 0.054], [-0.059, -2.611, 2.940], [0.880, -1.383, 3.499], [0.552, -1.821, 2.713]], "forces_ev_per_a": [[-0.970, 2.870, 0.417], [-2.423, -2.192, -1.660], [-2.565, 0.496, 0.282], [-2.098, 0.509, -0.824], [2.487, -0.838, -1.308], [-3.431, -0.648, 1.433], [-0.106, -2.063, 2.208], [0.879, -1.386, -0.274], [-0.476, 1.491, -0.278], [2.017, -0.809, 0.632], [0.812, 0.949, 0.825], [0.645, -0.192, -0.044], [0.978, 0.116, 0.394], [0.757, -0.734, -0.870], [0.601, -0.196, 1.095], [0.315, 0.271, -0.173], [0.666, 0.142, 0.077], [0.183, -1.465, -2.035], [0.920, 3.943, 0.192], [0.797, -0.381, -0.348], [1.641, 2.201, -0.082], [-0.239, -0.333, 0.571], [-1.389, -1.752, -0.230]], "mulliken_charge": [-1.1002, -0.3938, -0.8897, 0.0391, -0.0371, -0.4564, -0.2491, 0.2528, 0.3169, 0.3291, 0.3421, 0.3303, 0.4366, 0.2327, 0.3517, 0.2273, 0.1446, 0.3663, 0.4199, 0.3383, 0.3151, 0.3062, -0.6226], "max_force_ev_per_a": 4.05, "de_lowest_kcal_mol": 70.3, "orbital_gap_ev": 8.70, "charge": 1, "molar_mass_g_mol": 119.188, "energy_ha": -383.9391, "lumo_ev": -3.5}

(6)
{"formula": "C11H26AlClNO4S2", "method": "wB97M-V/def2-TZVPD", "symbols": ["C", "C", "C", "Al", "Cl", "C", "N", "C", "O", "C", "C", "O", "H", "H", "H", "H", "H", "H", "H", "H", "H", "H", "H", "H", "H", "H", "C", "S", "O", "C", "H", "H", "H", "H", "H", "H", "C", "S", "O", "C", "H", "H", "H", "H", "H", "H"], "positions_angstrom": [[-0.679, -0.928, 2.888], [0.630, -0.183, 2.953], [2.078, -0.860, 3.348], [2.951, -1.818, 1.718], [1.717, -1.269, -0.125], [4.928, -1.249, 1.500], [5.553, -1.380, 2.903], [2.709, -3.847, 2.022], [3.924, -4.647, 1.805], [4.427, -4.548, 0.428], [3.579, -4.110, -0.904], [5.726, -4.903, 0.239], [-0.958, -1.781, 3.671], [-1.487, -0.636, 2.090], [0.559, 0.984, 2.713], [2.873, -0.062, 3.706], [1.978, -1.710, 4.179], [5.455, -1.953, 0.709], [4.999, -0.113, 1.143], [5.198, -2.292, 3.322], [6.581, -1.459, 2.735], [1.751, -4.270, 1.451], [2.439, -3.964, 3.179], [3.803, -2.951, -1.075], [3.952, -4.772, -1.795], [2.404, -4.166, -0.732], [-3.704, 1.266, -0.969], [-3.267, 1.762, 0.715], [-2.582, 0.597, 1.365], [-4.963, 1.815, 1.343], [-2.784, 1.135, -1.542], [-4.256, 0.323, -0.950], [-4.311, 2.047, -1.434], [-5.438, 0.838, 1.221], [-5.529, 2.578, 0.804], [-4.931, 2.071, 2.405], [-3.590, 5.805, -4.755], [-4.218, 4.330, -3.915], [-3.472, 4.197, -2.621], [-3.511, 3.137, -5.075], [-3.884, 6.685, -4.177], [-2.501, 5.763, -4.821], [-4.025, 5.869, -5.755], [-2.426, 3.257, -5.122], [-3.948, 3.285, -6.066], [-3.748, 2.129, -4.724]], "forces_ev_per_a": [[2.846, 1.691, 0.582], [-2.724, -2.110, 0.607], [-1.066, 0.988, 0.922], [-0.438, 0.686, 0.116], [0.419, -0.111, 0.261], [0.027, 0.249, -0.635], [0.095, -1.039, -1.211], [-2.110, 0.014, 1.203], [0.631, 0.568, -4.606], [5.725, -2.124, 0.399], [-0.447, 0.682, 1.201], [-7.810, 1.999, 1.232], [1.228, 1.340, -2.214], [1.880, -0.359, 2.480], [0.545, -2.879, -0.351], [-1.739, -1.438, -0.453], [-0.029, 1.867, -1.539], [-0.725, 1.523, 1.383], [0.008, -2.434, 0.693], [1.006, 1.448, -0.750], [-1.155, -0.256, 0.635], [2.064, 0.516, 1.075], [0.728, -0.055, -2.392], [-0.394, -2.629, 0.271], [-0.660, 1.355, 1.914], [2.658, -0.026, -0.402], [-0.145, -0.101, -0.110], [0.307, -0.418, 0.061], [-1.064, 1.024, -0.711], [-0.167, -0.083, 0.051], [-0.054, 0.087, 0.211], [0.086, 0.011, 0.151], [0.152, 0.047, 0.093], [0.119, 0.036, -0.010], [0.108, -0.021, 0.000], [0.131, -0.040, -0.160], [0.103, 0.080, -0.002], [0.358, -0.033, 0.368], [-0.345, 0.085, -0.724], [0.120, -0.065, -0.029], [-0.015, -0.204, -0.001], [-0.088, -0.080, 0.069], [-0.021, -0.055, 0.082], [-0.103, 0.043, 0.091], [-0.024, 0.030, 0.105], [-0.020, 0.196, 0.045]], "mulliken_charge": [-0.5823, -0.2106, -0.4688, -0.2010, -0.4774, -0.2243, -0.6844, -0.3123, -0.3356, 0.5886, -0.6225, -0.6261, 0.1786, 0.2733, 0.2184, 0.2693, 0.2587, 0.2058, 0.2523, 0.2581, 0.2535, 0.1939, 0.2275, 0.1295, 0.2993, 0.2296, -0.8980, 0.4263, -0.5917, -0.9654, 0.3259, 0.4165, 0.2155, 0.2960, 0.3669, 0.3054, -0.9675, 0.4944, -0.5679, -0.9251, 0.3088, 0.3079, 0.3770, 0.3094, 0.3726, 0.3019], "max_force_ev_per_a": 8.16, "orbital_gap_ev": 5.50, "charge": -1, "molar_mass_g_mol": 362.901, "energy_ha": -2289.3008, "lumo_ev": 1.7}